ORCA calculation (the ωB97M-V functional and the def2-TZVPD basis) on one molecule with the formula C19H22N4O in a non-equilibrium geometry.

ORCA input file:
```
! RIJCOSX wB97M-V def2-TZVPD def2/J DEFGRID3
* xyz 0 1
C -2.4211 2.3575 -4.5710
C -1.8236 1.8203 -3.2966
C -2.2684 2.2412 -2.0472
C -1.6670 1.7057 -0.8943
C -0.6920 0.7499 -0.9858
C -0.1685 0.1449 0.2426
N 1.0776 0.0214 0.5865
C 1.0384 -0.4134 1.8698
C 2.2668 -0.6714 2.7487
N 2.8752 0.5741 3.2149
C 2.0887 1.3839 4.2252
C 3.4702 1.3207 2.0899
N -0.1922 -0.5618 2.3281
N -0.9682 -0.3184 1.2868
C -2.3718 -0.4706 1.3733
C -3.0986 -0.0618 2.5307
C -4.4657 -0.2613 2.6203
C -5.1849 -0.8182 1.5526
C -4.4832 -1.1871 0.3965
O -5.1307 -1.7339 -0.6778
C -3.0951 -1.0662 0.3245
C -0.2529 0.2958 -2.2378
C 0.8470 -0.7540 -2.3675
C -0.8360 0.8200 -3.4126
H -2.6216 3.4317 -4.4363
H -3.4028 1.8882 -4.7613
H -1.7651 2.2156 -5.4463
H -3.0820 2.9426 -2.0103
H -2.0198 1.9521 0.0783
H 2.0157 -1.2846 3.5959
H 2.9993 -1.1935 2.1279
H 1.1911 1.8700 3.7849
H 1.7056 0.7428 5.0079
H 2.6994 2.1483 4.7211
H 2.6843 1.7921 1.4740
H 4.1030 2.1165 2.4905
H 4.0646 0.6723 1.4074
H -2.5318 0.4280 3.3111
H -4.9907 -0.0274 3.5262
H -6.2498 -0.9775 1.6636
H -6.0359 -1.3836 -0.7679
H -2.5808 -1.4079 -0.5729
H 1.8259 -0.3808 -1.9868
H 0.5467 -1.6489 -1.8112
H 1.0033 -1.0191 -3.3923
H -0.5255 0.4473 -4.3725
*
```

The HOMO energy is -8.011 eV. The energy above the lowest of the compared OMol25 structures with the same formula, charge and spin is 1.5237 eV. Its frontier orbital gap is 8.6 eV. As for the total energy: -1031.46385 Eh.